Record 1
# C32H35N9Ni

A molecular structure, C32H35N9Ni (ωB97M-V/def2-TZVPD, OMol25).

Results
Max |F|   0.01656 hartree/bohr
Highest occupied orbital energy (spin up / spin down)   -12.89 / -12.93 eV

Structure (ORCA input):
```
! wB97M-V def2-TZVPD RIJCOSX def2/J DEFGRID3
* xyz 2 3
Ni -0.1986 -0.3569 0.1721
C -3.2526 -0.9660 0.6025
N -1.9950 -1.1752 1.3416
C -1.9589 -0.4987 2.6424
C -1.4819 0.9000 2.4443
N -0.6525 1.2491 1.4875
C -0.4141 2.6149 1.6833
C 0.3656 3.5404 0.9908
C 0.4170 4.8355 1.4614
C -0.2946 5.2348 2.6017
C -1.0807 4.3424 3.2969
C -1.1220 3.0405 2.8148
N -1.7937 1.9180 3.2671
C -3.0143 -0.2966 -0.7113
N -1.8539 0.1476 -1.1153
C -2.0726 0.6857 -2.3896
C -1.2206 1.3181 -3.2964
C -1.7562 1.7429 -4.4953
C -3.1108 1.5616 -4.8071
C -3.9727 0.9547 -3.9181
C -3.4251 0.5282 -2.7152
N -3.9933 -0.1044 -1.6201
H -3.7513 -1.9210 0.4241
H -3.9375 -0.3538 1.1950
H -1.8789 -2.1664 1.4999
H -2.9280 -0.5099 3.1499
H -1.2531 -1.0278 3.2845
H 0.9009 3.2724 0.0961
H 1.0199 5.5643 0.9374
H -0.2263 6.2624 2.9299
H -1.6419 4.6394 4.1728
H -2.4164 1.8792 4.0578
H -0.1815 1.4953 -3.0684
H -1.1181 2.2400 -5.2134
H -3.4874 1.9127 -5.7577
H -5.0233 0.8225 -4.1393
H -4.9660 -0.3412 -1.5127
C 2.8723 1.3121 -2.5118
C 2.9990 0.2913 -3.4401
C 2.1541 -0.8018 -3.3457
C 1.2146 -0.8443 -2.3263
N 1.1267 0.1182 -1.3958
C 1.9353 1.1728 -1.5055
C 0.2576 -1.9649 -2.1963
C -0.1792 -2.6713 -3.3080
C -1.0691 -3.7172 -3.1349
C -1.4567 -4.0498 -1.8454
C -0.9838 -3.2834 -0.7974
N -0.1756 -2.2333 -0.9563
H 3.4926 2.1957 -2.5557
H 3.7507 0.3407 -4.2161
H 2.2342 -1.6205 -4.0469
H 1.8297 1.9310 -0.7484
H 0.1651 -2.3948 -4.2944
H -1.4429 -4.2663 -3.9882
H -2.1072 -4.8920 -1.6568
H -1.2403 -3.5554 0.2193
C 2.9731 -0.3279 1.0233
C 4.1509 -0.8719 1.8889
N 3.6233 -1.6119 3.0229
C 2.8627 -2.7556 2.5477
C 1.6903 -2.2631 1.6451
N 1.6823 -0.7835 1.5787
C 1.5695 -0.2513 2.9530
C 2.7706 -0.7446 3.8161
H 3.0635 -0.6901 -0.0008
H 2.9656 0.7637 1.0146
H 4.7760 -0.0561 2.2515
H 4.7811 -1.5383 1.3000
H 2.4899 -3.3099 3.4092
H 3.5266 -3.4110 1.9847
H 0.7281 -2.5934 2.0487
H 1.7847 -2.6494 0.6297
H 0.6308 -0.5962 3.3847
H 1.5431 0.8372 2.9028
H 2.4204 -1.2990 4.6870
H 3.3609 0.1009 4.1684
*
```

Löwdin atomic charge list, values in e, 5 entries: 0.688 -0.082 -0.060 -0.106 -0.312



Record 2
# C32H36BF40O8

6 unconnected molecules or ions with the total composition C32H36BF40O8 (ωB97M-V/def2-TZVPD, OMol25).

Results
Max |F|   0.05546 hartree/bohr
Highest occupied orbital energy   -4.71 eV

Structure (ORCA input):
```
! wB97M-V def2-TZVPD RIJCOSX def2/J DEFGRID3
* xyz -1 1
O 3.0137 -1.7390 2.8562
C 3.6704 -0.9584 2.1651
O 3.5506 -0.9881 0.7664
C 4.6680 -0.0112 2.7296
C 4.9217 1.2376 1.9033
C 3.6707 2.0837 1.5967
B 2.5741 2.2656 2.8205
C 1.0866 2.6392 2.1852
C 0.4694 1.4947 1.4148
C -0.0519 0.3645 2.2854
O -0.6006 0.8134 3.5216
H 4.0079 -1.7893 0.4790
H 5.6042 -0.5680 2.7804
H 4.3797 0.2379 3.7322
H 5.6852 1.8502 2.3625
H 5.3486 0.9028 0.9574
H 3.2423 1.7069 0.6674
H 4.0387 3.0795 1.3675
H 2.4127 1.2591 3.5092
H 2.8970 3.2233 3.5224
H 1.1373 3.5205 1.5467
H 0.4190 2.9152 2.9921
H -0.3539 1.8400 0.7990
H 1.1770 1.0451 0.7257
H 0.7442 -0.3586 2.4184
H -0.8318 -0.1516 1.7142
H -0.7810 0.0211 4.0403
C 5.0646 8.7565 5.4868
C 4.1036 8.4877 6.6569
C 4.2426 7.1594 7.4031
F 3.9841 6.1148 6.6035
F 3.3481 7.1453 8.4245
F 2.8289 8.6662 6.2574
F 4.3719 9.4551 7.5888
O 4.5872 8.5585 4.1728
C 4.7005 7.3400 3.5314
C 3.3348 6.7617 3.1532
F 2.5908 6.5673 4.2619
F 3.5232 5.5890 2.5317
F 5.4412 6.4653 4.2365
F 5.3636 7.5749 2.3731
H 5.2481 9.8290 5.5339
H 6.0321 8.2790 5.6429
H 5.2478 7.0594 7.8246
H 2.8035 7.4490 2.4888
C 0.9164 0.2538 -3.5429
C 1.5438 0.3087 -4.9469
C 2.9747 0.8334 -5.0710
F 3.0682 2.1213 -4.6995
F 3.3543 0.7491 -6.3749
F 0.7339 0.9798 -5.7946
F 1.5992 -0.9848 -5.3932
O 0.0245 1.2846 -3.1749
C 0.4706 2.4493 -2.5827
C 0.0964 3.6813 -3.4082
F 0.6537 3.6207 -4.6390
F 0.5603 4.7889 -2.7893
F 1.7902 2.4066 -2.3201
F -0.1670 2.5494 -1.4044
H 0.2869 -0.6331 -3.5588
H 1.6651 0.0705 -2.7713
H 3.6606 0.2276 -4.4723
H -0.9884 3.7494 -3.5116
C -3.8368 -2.1642 2.7243
C -4.0113 -1.1726 1.5638
C -3.8530 0.3129 1.8780
F -4.7968 0.7429 2.7447
F -4.0076 1.0224 0.7324
F -5.1962 -1.4045 0.9467
F -3.0313 -1.4695 0.6660
O -5.0109 -2.6957 3.3195
C -5.6445 -2.0884 4.3729
C -7.0802 -1.7023 4.0075
F -7.0928 -0.8262 2.9859
F -7.6640 -1.1164 5.0808
F -4.9563 -1.0450 4.8659
F -5.7382 -3.0090 5.3655
H -3.3693 -3.0360 2.2701
H -3.1287 -1.7973 3.4666
H -2.8576 0.5235 2.2858
H -7.6489 -2.5909 3.7247
C 3.1309 -4.1471 -5.5630
C 3.9246 -5.4562 -5.7069
C 3.1804 -6.6861 -6.2295
F 2.1946 -7.0616 -5.3916
F 4.0570 -7.7153 -6.3281
F 4.5455 -5.7512 -4.5452
F 4.8965 -5.2077 -6.6325
O 2.6782 -3.7843 -4.2725
C 1.4585 -4.1829 -3.7805
C 1.6047 -5.0077 -2.5003
F 2.3150 -6.1284 -2.7410
F 0.3733 -5.3664 -2.0708
F 0.7146 -4.8212 -4.7065
F 0.7885 -3.0569 -3.4457
H 3.8484 -3.3664 -5.8093
H 2.3386 -4.0689 -6.3073
H 2.7626 -6.4915 -7.2213
H 2.1059 -4.4216 -1.7273
C -6.2000 -3.0702 -2.1769
C -7.2425 -3.6696 -1.2175
C -7.0220 -5.1038 -0.7351
F -7.0624 -5.9841 -1.7564
F -8.0130 -5.4295 0.1310
F -8.4819 -3.5409 -1.7443
F -7.1944 -2.9038 -0.0972
O -6.5151 -3.0366 -3.5606
C -6.2086 -4.0677 -4.4094
C -7.4672 -4.6534 -5.0534
F -8.2952 -5.1523 -4.1152
F -7.1083 -5.6621 -5.8837
F -5.4606 -5.0235 -3.8246
F -5.4705 -3.5498 -5.4204
H -6.1513 -2.0188 -1.8996
H -5.2033 -3.4719 -1.9966
H -6.0645 -5.1917 -0.2145
H -7.9921 -3.8835 -5.6225
*
```

Löwdin atomic charge list, values in e, 5 entries: 0.068 -0.460 0.040 -0.149 -0.240



Record 3
# C32H36BrCl48I2N2OS

13 unconnected molecules or ions with the total composition C32H36BrCl48I2N2OS (ωB97M-V/def2-TZVPD, OMol25).

Results
Max |F|   0.05136 hartree/bohr
Highest occupied orbital energy   -11.66 eV

Structure (ORCA input):
```
! wB97M-V def2-TZVPD RIJCOSX def2/J DEFGRID3
* xyz 1 1
C 3.1828 -4.9070 -1.5402
C 2.6368 -3.9936 -0.9599
C 1.8607 -3.1587 0.1266
C 0.3002 -3.0724 -0.2279
C -0.2918 -4.4725 -0.7004
C -1.7574 -4.7875 -0.2018
N -2.7344 -3.6569 -0.3514
I -4.4197 -3.9636 0.8775
C -3.1146 -3.3975 -1.7996
C -4.3474 -2.4240 -1.9670
C -4.1686 -1.0243 -1.1967
C -3.0375 -0.1072 -1.8182
C -1.7607 0.0949 -0.9027
C -2.0639 0.5103 0.5964
C -2.9549 1.8120 0.7675
C -3.6733 1.7264 2.2029
O -3.2842 2.8025 3.0836
C -2.8017 2.3161 4.3438
C -3.1945 -4.7716 -2.6121
C -4.1630 -4.7076 -3.8940
I -3.3030 -6.2038 -5.2808
C -5.6427 -5.1916 -3.5994
C -6.3999 -5.5641 -4.9687
N -3.4414 -5.9738 -1.7794
C -2.3656 -6.1806 -0.7880
S -1.0765 -7.1756 -1.7251
Br -2.9423 -7.3952 0.7005
H 3.6933 -5.7310 -2.1025
H 2.2582 -2.0985 0.0629
H 2.0440 -3.5615 1.1621
H -0.3032 -2.5919 0.5980
H 0.2549 -2.3861 -1.1349
H 0.3760 -5.2625 -0.2348
H -0.2184 -4.4840 -1.8317
H -1.6761 -4.9693 0.9184
H -2.3621 -2.7484 -0.0125
H -2.2196 -2.8324 -2.2263
H -5.3523 -2.8965 -1.7757
H -4.3626 -2.1262 -3.0651
H -4.0783 -1.1435 -0.0816
H -5.1536 -0.4834 -1.3709
H -3.4986 0.9213 -1.9659
H -2.6812 -0.4332 -2.8397
H -1.0189 0.8223 -1.3641
H -1.2200 -0.9010 -0.8643
H -1.0673 0.6656 1.1228
H -2.5388 -0.3737 1.1410
H -2.2446 2.6866 0.8550
H -3.6986 1.9618 -0.0630
H -3.4087 0.7554 2.7200
H -4.7973 1.7315 2.0500
H -2.1942 3.1666 4.7937
H -3.6149 2.0871 5.0940
H -2.0662 1.4574 4.2314
H -2.1602 -4.9321 -3.0599
H -4.0853 -3.7356 -4.4496
H -5.6756 -6.1442 -2.9874
H -6.2452 -4.4209 -3.0413
H -6.0256 -4.9461 -5.8313
H -6.2940 -6.6651 -5.2170
H -7.5174 -5.3873 -4.8918
H -4.3714 -5.9752 -1.3550
H -0.2205 -7.5410 -0.6933
C 4.4385 -0.5040 -2.8931
Cl 3.3852 0.0495 -4.2086
Cl 4.7186 0.8305 -1.7569
Cl 3.6598 -1.8535 -2.0388
Cl 5.9889 -1.0481 -3.5695
C 8.8439 1.9581 -1.4447
Cl 8.5794 3.6511 -1.9045
Cl 10.4410 1.4350 -2.0121
Cl 8.7635 1.8035 0.3208
Cl 7.5884 0.9424 -2.1821
C 6.3122 5.2221 1.6619
Cl 8.0515 5.5498 1.7476
Cl 5.6771 4.9309 3.2975
Cl 5.4793 6.6108 0.9433
Cl 6.0405 3.7851 0.6597
C 5.5129 10.3806 2.6825
Cl 4.4615 10.9473 1.3707
Cl 5.7779 11.6997 3.8382
Cl 4.7395 9.0170 3.5117
Cl 7.0706 9.8628 2.0086
C 5.1924 -8.4110 -3.0241
Cl 5.8367 -9.3926 -1.6976
Cl 5.3929 -9.2821 -4.5547
Cl 3.4661 -8.0917 -2.7384
Cl 6.0706 -6.8714 -3.1029
C -3.9367 5.6844 0.9050
Cl -4.1954 7.3783 0.4487
Cl -2.3497 5.1590 0.3109
Cl -3.9968 5.5275 2.6697
Cl -5.2063 4.6763 0.1775
C 0.5826 -10.4389 -4.8536
Cl 0.3393 -11.2238 -6.4244
Cl 2.3034 -10.0687 -4.6341
Cl -0.3568 -8.9326 -4.7928
Cl 0.0417 -11.5244 -3.5595
C 8.6176 7.8668 5.5802
Cl 8.3363 9.5643 5.1489
Cl 10.2221 7.3726 5.0097
Cl 8.5342 7.6835 7.3425
Cl 7.3784 6.8471 4.8188
C -0.8365 1.1456 -5.1718
Cl -1.1966 -0.5936 -5.0843
Cl -0.2816 1.5486 -6.8040
Cl -2.3013 2.0735 -4.7980
Cl 0.4333 1.5444 -4.0004
C 10.5795 3.0879 5.4014
Cl 9.5155 2.5636 6.7202
Cl 11.3047 1.6667 4.6258
Cl 9.6347 3.9957 4.2064
Cl 11.8620 4.1245 6.0533
C -7.5437 8.1270 3.3650
Cl -8.5909 7.6119 4.7002
Cl -6.8171 6.7016 2.5994
Cl -8.5086 9.0157 2.1711
Cl -6.2546 9.1803 3.9842
C -6.0197 8.1588 8.0590
Cl -5.3371 7.2154 9.3971
Cl -5.8369 7.2561 6.5439
Cl -7.7409 8.4579 8.3641
Cl -5.1644 9.7069 7.9300
*
```

Löwdin atomic charge list, values in e, 5 entries: 0.071 -0.267 -0.192 -0.190 -0.187



Record 4
# C32H36F11O32PSi

10 unconnected molecules or ions with the total composition C32H36F11O32PSi (ωB97M-V/def2-TZVPD, OMol25).

Results
Max |F|   0.06447 hartree/bohr
Highest occupied orbital energy   -10.40 eV
ΔE to the lowest compared entry with this formula, charge and spin   0.0 kJ/mol
SMILES   O=C(F)C[Si@](F)(C[C@@H]1CO1)P(=O)(O)O.O=C1OC[C@@H](F)O1.O=C1OC[C@@H](F)O1.O=C1OC[C@@H](F)O1.O=C1OC[C@@H](F)O1.O=C1OC[C@@H](F)O1.O=C1OC[C@@H](F)O1.O=C1OC[C@@H](F)O1.O=C1OC[C@@H](F)O1.O=C1OC[C@@H](F)O1

Structure (ORCA input):
```
! wB97M-V def2-TZVPD RIJCOSX def2/J DEFGRID3
* xyz 0 1
O -6.4346 -1.3695 0.8468
C -5.2850 -1.0246 1.0284
F -4.8627 0.1595 0.5717
C -4.3104 -1.8757 1.7766
Si -2.5559 -1.8134 1.0870
F -1.9558 -0.3737 1.5471
C -2.4697 -1.8344 -0.7676
C -3.1149 -3.1247 -1.2727
C -3.3535 -3.1442 -2.7327
O -4.4082 -2.9894 -1.7231
P -1.4495 -3.4842 2.0942
O -1.6109 -3.2443 3.5272
O 0.0680 -3.5581 1.6385
O -2.1703 -4.8805 1.6900
H -4.2269 -1.5205 2.8028
H -4.6418 -2.9049 1.8203
H -3.0358 -1.0431 -1.2492
H -1.4593 -1.9296 -1.1578
H -2.8176 -4.0497 -0.8121
H -3.2544 -2.2122 -3.2591
H -3.6224 -4.0633 -3.2199
H 0.5401 -4.1598 2.2308
H -3.0750 -4.7124 1.4148
O 2.7577 -0.2382 -1.1580
C 2.3204 0.0714 -0.0961
O 1.3123 0.9499 0.0774
C 0.9644 0.9320 1.4720
C 2.2349 0.4306 2.1064
F 1.9922 -0.3087 3.2138
O 2.7623 -0.4190 1.0890
H 0.1234 0.2473 1.6139
H 0.6869 1.9129 1.8209
H 2.9611 1.2081 2.3482
O -0.2352 3.5281 0.9002
C 0.0001 3.9161 -0.1942
O 1.2373 3.9771 -0.7366
C 1.0893 4.3595 -2.1079
C -0.2491 5.0562 -2.0954
F -0.9112 4.8943 -3.2643
O -0.9396 4.3649 -1.0686
H 1.0778 3.4676 -2.7353
H 1.9028 5.0078 -2.4230
H -0.2044 6.1191 -1.8513
O 4.1671 4.2723 4.7642
C 3.0006 4.0637 4.7732
O 2.0528 5.0104 4.9180
C 0.7764 4.3791 4.7475
C 1.0914 2.9430 5.0722
F 0.3244 2.0870 4.3513
O 2.4425 2.8238 4.6476
H 0.4486 4.5001 3.7124
H 0.0360 4.8082 5.4059
H 1.0188 2.6918 6.1266
O -10.3155 1.2388 -3.3197
C -9.3443 0.7851 -2.8222
O -9.3267 0.0806 -1.6652
C -7.9905 -0.4105 -1.4721
C -7.1824 0.5604 -2.2949
F -6.0868 -0.0280 -2.8379
O -8.0829 0.9087 -3.3336
H -7.9193 -1.4305 -1.8530
H -7.7146 -0.4047 -0.4242
H -6.8772 1.4623 -1.7610
O -1.9497 -0.3228 -3.8347
C -0.7904 -0.1769 -4.0225
O -0.0339 0.7873 -3.4487
C 1.3350 0.5362 -3.8082
C 1.1801 -0.2664 -5.0738
F 2.1822 -1.1741 -5.2191
O -0.0365 -0.9593 -4.8473
H 1.8167 -0.0309 -3.0121
H 1.8775 1.4665 -3.9597
H 1.0986 0.3273 -5.9866
O 1.5222 -0.3554 -9.2288
C 1.6029 -1.5156 -9.0204
O 0.5675 -2.2999 -8.6346
C 1.0367 -3.6511 -8.6149
C 2.5240 -3.4651 -8.4521
F 3.2227 -4.4544 -9.0753
O 2.7566 -2.2409 -9.1236
H 0.7815 -4.1371 -9.5589
H 0.5917 -4.2116 -7.7993
H 2.8605 -3.3835 -7.4173
O -0.8399 -5.7493 -6.8164
C -0.1953 -6.6208 -7.2909
O 0.7664 -7.3081 -6.6310
C 1.2149 -8.3605 -7.4947
C 0.8427 -7.8267 -8.8575
F 0.5169 -8.8216 -9.7154
O -0.3167 -7.0562 -8.5766
H 0.6801 -9.2805 -7.2562
H 2.2823 -8.5301 -7.3823
H 1.6009 -7.1887 -9.3165
O 0.6095 4.5920 7.5089
C 0.9405 4.2795 8.6051
O 0.1880 3.5451 9.4520
C 0.9882 3.2619 10.6089
C 2.0020 4.3793 10.5656
F 3.1985 3.9916 11.0592
O 2.1277 4.6182 9.1711
H 1.4546 2.2824 10.4986
H 0.3856 3.2690 11.5128
H 1.6872 5.2979 11.0633
O 6.5320 1.2928 9.0676
C 6.6997 2.3149 8.4993
O 6.4680 2.5113 7.1791
C 6.6543 3.9062 6.9075
C 7.5596 4.3262 8.0383
F 7.3329 5.6101 8.4155
O 7.1619 3.4602 9.0863
H 5.6906 4.4139 6.9383
H 7.1004 4.0585 5.9289
H 8.6250 4.1934 7.8410
*
```

Löwdin atomic charge list, values in e, 5 entries: 0.120 -0.474 0.124 -0.114 0.553